# 1
Density functional theory data (wB97M-V/def2-TZVPD) for 13 unconnected molecules or ions with the total composition C26H78N10O13 in a non-equilibrium geometry.

Geometry (Å):
O (-5.020, 17.062, 1.019)
O (-12.009, 9.626, 7.751)
O (-1.397, 13.685, 1.856)
O (-4.042, 16.923, 6.315)
O (-7.614, 9.349, 1.700)
O (-13.113, 12.989, 4.282)
O (-7.374, 15.914, 10.346)
O (-5.284, 9.626, 8.667)
O (-8.633, 10.113, 5.612)
O (-8.705, 12.637, 6.607)
O (-9.156, 20.338, 3.751)
O (-11.807, 14.820, 8.450)
O (-12.518, 15.704, 5.746)
N (-9.005, 8.408, 4.137)
N (-11.709, 10.844, 5.823)
N (-9.779, 8.285, 6.292)
N (-14.294, 14.670, 3.321)
N (-13.806, 10.586, 6.719)
N (-9.303, 16.638, 9.340)
N (-8.486, 14.561, 8.889)
N (-2.969, 14.972, 0.812)
N (-12.098, 14.298, 2.727)
N (-3.191, 14.388, 3.038)
C (-12.463, 10.324, 6.850)
C (-6.972, 13.980, 5.555)
C (-6.285, 16.400, 1.067)
C (-6.272, 11.803, 8.909)
C (-12.151, 13.433, 8.246)
C (-8.303, 15.722, 9.573)
C (-11.203, 19.078, 3.489)
C (-9.136, 18.078, 4.542)
C (-8.312, 13.297, 5.396)
C (-4.748, 16.735, 7.524)
C (-7.198, 10.570, 1.071)
C (-5.947, 17.660, 7.572)
C (-7.647, 9.724, 9.340)
C (-11.446, 12.616, 9.297)
C (-2.455, 14.293, 1.882)
C (-13.153, 13.950, 3.515)
C (-9.092, 8.997, 5.367)
C (-5.951, 10.350, 0.243)
C (-9.687, 19.036, 3.478)
C (-6.817, 16.435, 2.505)
C (-6.281, 10.381, 9.384)
C (-7.257, 17.011, 0.077)
C (-13.667, 13.308, 8.269)
C (-7.114, 11.702, 2.063)
C (-9.486, 14.167, 4.928)
C (-3.892, 16.955, 8.774)
H (-10.384, 7.526, 6.036)
H (-5.093, 15.696, 7.640)
H (-6.548, 11.890, 7.857)
H (-14.100, 11.184, 5.965)
H (-6.352, 11.509, 2.822)
H (-7.702, 15.835, 2.710)
H (-9.174, 14.370, 8.182)
H (-11.529, 19.946, 2.902)
H (-10.364, 12.727, 9.268)
H (-14.278, 15.503, 2.759)
H (-6.040, 15.908, 3.065)
H (-11.651, 18.235, 2.959)
H (-6.994, 16.824, -0.965)
H (-14.075, 13.964, 7.499)
H (-9.218, 17.537, 9.769)
H (-5.906, 10.363, 10.419)
H (-2.455, 14.949, -0.046)
H (-9.478, 17.067, 4.302)
H (-4.029, 14.935, 3.112)
H (-6.833, 8.976, 2.130)
H (-10.053, 8.719, 7.163)
H (-13.280, 16.246, 5.520)
H (-11.772, 13.109, 7.264)
H (-10.397, 13.566, 4.887)
H (-9.649, 14.936, 5.690)
H (-6.143, 9.602, -0.522)
H (-8.528, 8.907, 3.391)
H (-15.133, 14.550, 3.856)
H (-3.804, 15.516, 0.966)
H (-8.067, 11.883, 2.556)
H (-11.669, 11.549, 9.226)
H (-5.100, 17.881, 1.520)
H (-12.072, 11.690, 5.408)
H (-3.254, 16.374, 6.299)
H (-6.488, 17.633, 6.623)
H (-5.122, 10.017, 0.882)
H (-9.266, 14.620, 3.958)
H (-6.263, 13.818, 4.749)
H (-4.436, 16.598, 9.650)
H (-12.207, 14.944, 1.966)
H (-3.724, 18.029, 8.890)
H (-8.262, 12.509, 4.639)
H (-8.050, 18.098, 4.556)
H (-7.501, 8.646, 9.406)
H (-9.366, 18.659, 2.505)
H (-11.774, 12.953, 10.287)
H (-11.645, 19.247, 4.473)
H (-7.106, 15.068, 5.676)
H (-6.636, 17.339, 8.351)
H (-6.124, 15.341, 0.843)
H (-6.573, 13.773, 6.549)
H (-14.014, 12.277, 8.183)
H (-10.723, 10.655, 5.827)
H (-8.921, 7.408, 4.073)
H (-14.401, 10.392, 7.501)
H (-8.918, 11.738, 6.324)
H (-12.796, 14.796, 5.576)
H (-10.117, 16.291, 8.862)
H (-11.834, 15.228, 7.572)
H (-5.285, 12.266, 9.004)
H (-11.154, 14.007, 2.903)
H (-6.915, 12.425, 9.521)
H (-9.402, 20.551, 4.657)
H (-2.936, 16.430, 8.751)
H (-7.870, 13.809, 9.149)
H (-9.520, 18.343, 5.530)
H (-6.854, 12.630, 1.543)
H (-8.277, 10.080, 10.154)
H (-8.016, 10.796, 0.379)
H (-6.905, 17.478, 2.805)
H (-14.040, 13.671, 9.231)
H (-7.281, 18.095, 0.204)
H (-5.551, 11.264, -0.198)
H (-5.145, 8.811, 9.155)
H (-8.149, 9.956, 8.398)
H (-5.597, 18.675, 7.769)
H (-8.256, 16.591, 0.219)
H (-2.859, 13.941, 3.870)

As for the charge: 0. For the calculated total energy, the calculation gives -2563.30441 Eh.

Atomic partial charges in e from the Mulliken method, atoms 1 to 6:
1 O -0.609
2 O -0.656
3 O -0.677
4 O -0.559
5 O -0.605
6 O -0.620

=====

# 2
Density functional theory data (wB97M-V/def2-TZVPD) for a molecular structure, C26H78O13 in a non-equilibrium geometry.

Geometry (Å):
O (2.742, -0.479, 0.131)
O (-0.699, 1.760, -4.525)
O (-4.022, -1.003, 3.308)
O (-0.191, -2.360, 1.141)
O (-2.093, 5.486, 0.445)
O (2.420, 0.880, -1.321)
O (2.321, -1.954, -3.832)
O (-1.107, -0.620, 1.391)
O (-3.460, -1.344, -2.758)
O (-2.100, -0.011, 2.896)
O (0.930, -2.280, 5.163)
O (1.666, -1.555, 1.281)
O (-1.031, 3.701, -3.705)
C (-3.664, 1.258, 1.654)
C (-1.335, -3.020, 0.606)
C (-1.114, 4.855, 1.267)
C (-0.723, 3.595, -2.357)
C (0.710, 1.946, -4.709)
C (-2.572, -2.851, 2.698)
C (0.256, -0.575, 3.610)
C (-0.809, 0.489, 0.608)
C (2.269, -2.646, 1.927)
C (2.388, 3.267, -1.680)
C (-2.725, 1.255, 2.809)
C (-0.602, 3.608, 0.630)
C (-0.949, -3.397, -0.800)
C (1.377, 1.130, -3.672)
C (2.485, 2.122, -0.639)
C (-3.281, -2.044, 3.838)
C (-1.280, 2.283, -1.892)
C (1.585, -1.717, -2.631)
C (2.469, -3.756, 0.925)
C (2.251, -2.353, -1.422)
C (4.919, 0.221, -0.347)
C (-2.392, -0.674, -2.192)
C (4.017, -0.461, 0.736)
C (-0.225, -1.711, 4.598)
C (-1.214, -0.585, -3.185)
C (0.223, -0.014, -0.464)
H (-2.771, -0.588, 3.268)
H (3.209, -3.464, 0.180)
H (-1.952, -2.230, 2.052)
H (-3.162, 1.305, 0.688)
H (4.023, 0.143, 1.643)
H (1.678, -1.725, -4.508)
H (4.442, -1.404, 1.081)
H (-1.098, 2.466, -4.011)
H (-1.157, 4.450, -1.840)
H (-4.771, -1.401, 2.857)
H (-3.920, -2.649, 4.481)
H (-1.003, 2.092, -0.856)
H (3.338, 3.328, -2.210)
H (-0.808, -2.494, 4.113)
H (-1.690, 0.851, 0.079)
H (-0.547, -0.002, 3.146)
H (-1.440, 2.929, 0.473)
H (1.647, -2.924, 2.779)
H (0.801, -0.983, 2.758)
H (-0.079, 3.653, -0.326)
H (-0.037, -0.896, -1.049)
H (-1.522, -3.954, 1.136)
H (-3.262, -3.494, 2.151)
H (-2.944, 5.043, 0.458)
H (1.227, 0.060, -3.811)
H (-1.399, 0.146, -3.972)
H (-2.655, 0.329, -1.857)
H (-0.372, 4.303, -4.058)
H (-1.539, 4.578, 2.232)
H (-3.228, -2.258, -2.940)
H (0.628, -2.219, -2.771)
H (3.402, 2.086, -0.051)
H (5.940, 0.269, 0.031)
H (-1.761, -3.783, -1.416)
H (-2.198, -2.354, 0.603)
H (-4.223, 0.325, 1.731)
H (3.209, -1.915, -1.141)
H (-0.396, 1.225, 1.297)
H (2.173, -0.973, 0.726)
H (4.793, -0.396, -1.236)
H (-0.183, -4.172, -0.827)
H (-1.729, -0.407, 2.091)
H (0.931, 3.013, -4.675)
H (-3.169, 1.600, 3.743)
H (2.219, 4.239, -1.214)
H (0.377, 0.767, -1.209)
H (2.453, 1.267, -3.781)
H (0.956, 0.109, 4.089)
H (-2.048, -1.247, -1.331)
H (-0.842, -1.376, 5.431)
H (-1.814, -3.455, 3.198)
H (1.065, 1.637, -5.693)
H (-0.339, -0.175, -2.681)
H (0.364, 3.619, -2.283)
H (-0.807, 1.467, -2.438)
H (-0.474, -1.452, 1.268)
H (-1.935, 1.992, 2.666)
H (3.202, -2.214, 2.288)
H (-2.346, 2.197, -2.104)
H (1.054, 1.367, -2.658)
H (2.521, -3.405, -1.518)
H (1.426, -0.640, -2.584)
H (-0.548, -2.505, -1.283)
H (1.506, -3.995, 0.473)
H (1.670, 2.078, 0.083)
H (2.520, 0.257, -0.597)
H (0.775, -1.819, 1.042)
H (0.007, 3.012, 1.309)
H (-1.015, -1.544, -3.663)
H (-4.258, 2.172, 1.666)
H (-0.406, 5.627, 1.567)
H (1.581, 3.090, -2.392)
H (1.747, -2.208, -0.467)
H (4.631, 1.269, -0.438)
H (-2.554, -1.558, 4.489)
H (1.332, -1.629, 5.743)
H (2.902, -4.680, 1.308)
H (1.212, -0.220, -0.055)

As for the charge: 0. The energy above the lowest of the compared OMol25 structures with the same formula, charge and spin is 633.8 kcal per mole.

Atomic partial charges in e from the Mulliken method, atoms 1 to 6:
1 O -1.375
2 O -0.772
3 O -0.542
4 O -0.617
5 O -0.555
6 O -0.468